Entry 1:
ORCA calculation (the ωB97M-V functional and the def2-TZVPD basis) on a cluster of 2 separate species, C6H15NS in total.

* E_HOMO: -8.4 eV
* total charge: 0
* ΔE to the lowest compared entry with this formula, charge and spin: 0.0 kcal/mol
* structure (SMILES): C1CCSC1.CCN

CARTESIAN COORDINATES (ANGSTROEM)
1 S -2.49534 2.66296 -0.11815
2 C -0.80850 3.35113 0.03888
3 C -2.38411 2.48055 -1.93419
4 C -0.11247 3.07359 -1.29034
5 C -1.16927 3.29554 -2.36806
6 H -0.86912 4.43803 0.23993
7 H -0.30058 2.87724 0.90080
8 H -2.26176 1.41101 -2.19220
9 H -3.32781 2.83187 -2.39401
10 H 0.77398 3.72308 -1.42376
11 H 0.23310 2.02232 -1.31937
12 H -0.82051 2.99348 -3.37432
13 H -1.43539 4.36916 -2.41232
14 N 0.80753 -3.85626 0.57038
15 C 2.20095 -3.47502 2.54232
16 C 1.46153 -4.51115 1.71028
17 H 0.30331 -4.54696 0.00350
18 H 0.09934 -3.19739 0.91248
19 H 2.93986 -2.94664 1.91668
20 H 2.73043 -3.95523 3.38235
21 H 1.49201 -2.73501 2.95026
22 H 2.18613 -5.24043 1.29973
23 H 0.75669 -5.06586 2.35910


Entry 2:
ORCA calculation (the ωB97M-V functional and the def2-TZVPD basis) on a cluster of 2 separate species, C4H12N3O3S in total in a non-equilibrium geometry.

* E_HOMO (spin up / spin down): -13.5 / -13.4 eV
* total charge: +1
* ΔE to the lowest compared entry with this formula, charge and spin: 171.8 kcal/mol

CARTESIAN COORDINATES (ANGSTROEM)
1 C 0.69154 -1.93300 -0.86712
2 C -2.53576 -0.14495 -0.07566
3 C -0.41344 0.25150 2.24270
4 C 0.65488 1.44279 -1.91330
5 N 0.04731 -2.87374 -1.53447
6 N 0.02406 -0.84970 -0.51380
7 N 0.46407 0.21520 -0.01262
8 O -1.82091 -0.98782 -0.87965
9 O 0.75874 0.28761 1.35466
10 O 0.08678 1.39748 -0.63763
11 S 2.40656 -2.19700 -0.35752
12 H -1.96345 0.78614 0.07522
13 H -2.78120 -0.62331 0.93198
14 H -3.43566 0.05823 -0.59592
15 H -0.09401 0.83294 3.07736
16 H -0.61744 -0.78359 2.62219
17 H -1.35378 0.65632 1.81312
18 H 0.72061 0.51160 -2.43558
19 H 1.60102 1.87540 -1.88436
20 H -0.13416 2.09285 -2.47284
21 H -0.72872 -2.62235 -2.08474
22 H 0.34151 -3.89563 -1.58216
23 H 2.31889 -1.49796 0.73957


Entry 3:
ORCA calculation (the ωB97M-V functional and the def2-TZVPD basis) on a structure of composition C33H41EuN3P in a non-equilibrium geometry.

* multiplicity: 8
* E_HOMO (spin up / spin down): -9.7 / -9.9 eV
* <S²>: 15.76
* total charge: +1
* ΔE to the lowest compared entry with this formula, charge and spin: 28.1 kcal/mol

CARTESIAN COORDINATES (ANGSTROEM)
1 Eu 1.50431 0.19258 -0.12017
2 C 5.33286 2.58238 -0.24586
3 C 3.83941 2.56534 -0.48435
4 C 3.00309 2.80375 0.62547
5 C 1.64182 3.11933 0.41453
6 C 0.74827 3.69351 1.52216
7 C 1.08346 2.85613 -0.82057
8 C 1.86335 2.45418 -1.97032
9 C 1.29979 2.21347 -3.34309
10 C 3.25871 2.35286 -1.73579
11 H 5.57478 2.09311 0.70838
12 H 5.63667 3.64346 -0.04572
13 H 5.95519 2.25969 -1.09281
14 H 3.48047 3.00615 1.54105
15 H -0.27433 3.37037 1.28448
16 H 0.72547 4.76768 1.53640
17 H 1.03093 3.31901 2.54176
18 H -0.01399 2.90749 -0.82986
19 H 1.97031 1.59860 -4.00091
20 H 1.27835 3.12203 -3.94090
21 H 0.23554 1.90050 -3.38229
22 H 3.99100 2.09144 -2.55679
23 C 1.70529 -2.30730 2.68074
24 C 0.66263 -2.81778 1.65663
25 N 0.84815 -2.50544 0.25488
26 C 1.81851 -3.32639 -0.47366
27 C 3.28793 -2.98643 -0.10973
28 N 3.59829 -1.52449 0.04193
29 C 4.37900 -1.15820 1.26455
30 C 3.52248 -0.68518 2.42205
31 N 2.07975 -0.89777 2.38521
32 H 1.16074 -2.40455 3.63273
33 H 2.62537 -2.90036 2.69310
34 H 0.58506 -3.89771 1.89161
35 H -0.33201 -2.40649 2.00974
36 H -0.05812 -2.61611 -0.22945
37 H 1.68412 -4.40174 -0.29889
38 H 1.68163 -3.14590 -1.55285
39 H 3.63204 -3.57028 0.74536
40 H 3.90620 -3.38076 -0.96611
41 H 4.20445 -1.19918 -0.73811
42 H 4.96489 -2.06669 1.60951
43 H 5.12963 -0.39792 1.01745
44 H 3.85226 -1.11141 3.36002
45 H 3.63775 0.40281 2.55777
46 H 1.69960 -0.34645 3.13278
47 C -5.75526 2.83889 -1.69834
48 C -4.73648 2.28921 -2.49764
49 C -3.65916 1.57316 -1.96702
50 C -3.56644 1.44599 -0.59807
51 C -4.58893 1.99830 0.21173
52 C -5.57853 2.80174 -0.30064
53 P -2.28588 0.43190 0.23013
54 C -3.26748 -0.71087 1.35982
55 C -3.74223 -0.22787 2.53927
56 C -4.50895 -1.03865 3.36163
57 C -4.75833 -2.37550 3.04108
58 C -4.18961 -2.87971 1.82710
59 C -3.37755 -2.05445 1.08097
60 C -1.75250 -0.52466 -1.17648
61 C -2.59164 -1.37468 -1.92810
62 C -2.10845 -2.10726 -3.06024
63 C -0.77006 -1.88921 -3.46348
64 C 0.05840 -1.04069 -2.70290
65 C -0.40104 -0.38306 -1.56459
66 H -6.54832 3.36603 -2.22139
67 H -4.76539 2.41442 -3.59326
68 H -2.88249 1.23172 -2.64153
69 H -4.45865 1.91117 1.30743
70 H -6.14303 3.43756 0.42394
71 H -3.49869 0.73470 2.86407
72 H -5.01814 -0.56050 4.16475
73 H -5.40721 -3.03145 3.64066
74 H -4.46880 -3.84645 1.45362
75 H -2.93551 -2.43554 0.15076
76 H -3.66461 -1.39227 -1.72133
77 H -2.75617 -2.76528 -3.62253
78 H -0.33879 -2.31048 -4.40794
79 H 1.02482 -0.78756 -3.08359


Entry 4:
ORCA calculation (the ωB97M-V functional and the def2-TZVPD basis) on the molecule C4H13N3 in a non-equilibrium geometry.

* E_HOMO: -8.9 eV
* total charge: 0
* ΔE to the lowest compared entry with this formula, charge and spin: 18.2 kcal/mol
* structure (SMILES): NCCCNCN

CARTESIAN COORDINATES (ANGSTROEM)
1 C 0.41343 -0.41060 -0.75363
2 C 1.39450 -1.00808 0.25397
3 C 1.75593 -0.08321 1.41995
4 N 2.49363 1.12318 1.03373
5 N -0.88685 -0.13809 -0.10249
6 C -1.97657 -0.16975 -1.09786
7 N -3.13572 0.53181 -0.56868
8 H 0.86274 0.48716 -1.18441
9 H 0.23663 -1.14243 -1.54225
10 H 0.92842 -1.91525 0.64862
11 H 2.32313 -1.30833 -0.24833
12 H 0.85587 0.17888 1.97442
13 H 2.43165 -0.65334 2.05465
14 H 3.22019 0.85339 0.38361
15 H 1.95668 1.85412 0.58987
16 H -0.91034 0.83605 0.18183
17 H -2.28311 -1.20383 -1.22602
18 H -1.62916 0.25368 -2.03514
19 H -4.03346 0.15716 -0.81935
20 H -3.13379 1.51994 -0.77021


Entry 5:
ORCA calculation (the ωB97M-V functional and the def2-TZVPD basis) on the molecule C4H11NO2Si in a non-equilibrium geometry.

* multiplicity: 3
* E_HOMO (spin up / spin down): -5.9 / -10.2 eV
* <S²>: 2.01
* total charge: 0
* ΔE to the lowest compared entry with this formula, charge and spin: 0.0 kcal/mol

CARTESIAN COORDINATES (ANGSTROEM)
1 C -0.27200 1.02589 1.82565
2 C 2.28419 0.00877 0.32917
3 C 0.22593 1.75405 -1.34217
4 C -1.87195 -2.72080 -0.70389
5 N -1.48005 -1.48193 -0.65627
6 O -2.25145 -0.50909 -0.96109
7 O -0.21619 -1.10766 -0.12998
8 Si 0.52401 0.60864 0.16224
9 H -1.27433 1.22991 1.43834
10 H -0.27661 -0.06458 2.29038
11 H 0.00591 1.86797 2.50543
12 H 2.43690 -0.76237 1.09118
13 H 2.83831 -0.35969 -0.56027
14 H 2.75904 0.81847 0.88759
15 H -0.51388 1.47061 -1.94259
16 H -0.02869 2.79997 -1.08339
17 H 1.11699 1.71238 -1.88171
18 H -1.13024 -3.48075 -0.38629
19 H -2.87590 -2.80977 -0.88233


Entry 6:
ORCA calculation (the ωB97M-V functional and the def2-TZVPD basis) on a structure of composition C16H23F9K2O10Pb2 in a non-equilibrium geometry.

* E_HOMO: -11.3 eV
* total charge: +2
* ΔE to the lowest compared entry with this formula, charge and spin: 31.5 kcal/mol

CARTESIAN COORDINATES (ANGSTROEM)
1 Pb 1.56979 5.00686 -0.46681
2 Pb -1.66438 3.65629 -0.90207
3 K 1.37622 1.61673 -3.14667
4 K -2.82034 0.71876 -3.92044
5 O 0.43339 2.85359 0.30288
6 C 0.67941 1.46870 0.22244
7 C -0.54203 0.63646 -0.36667
8 O -1.28943 1.03522 -1.49605
9 H 1.01772 0.95980 1.12563
10 H 1.45566 1.37941 -0.54402
11 H -1.20598 0.40793 0.48065
12 H -0.14883 -0.38743 -0.46551
13 O 3.83862 3.57805 -0.86207
14 C 4.43711 2.35145 -0.92062
15 C 6.00164 2.45237 -1.11793
16 O 6.66139 3.44620 -0.49105
17 H 4.30177 1.84041 0.03701
18 H 4.05555 1.71781 -1.72745
19 H 6.43056 1.48149 -0.85259
20 H 6.20050 2.61261 -2.18744
21 C -2.04431 1.18987 4.53774
22 C -2.29502 1.63981 3.07727
23 O -3.49173 2.40421 3.09681
24 C -4.02877 2.84448 1.98835
25 O -3.41746 2.98486 0.94387
26 C -5.42341 3.50026 2.15748
27 F -5.36489 4.81522 1.98423
28 F -6.18421 2.93912 1.19777
29 F -5.91594 3.20055 3.32985
30 H -1.19007 0.51339 4.49745
31 H -2.90115 0.60307 4.86119
32 H -1.83262 2.06388 5.14768
33 H -2.48986 0.72911 2.50524
34 H -1.42334 2.14001 2.65375
35 C -1.95992 -2.27092 3.37420
36 C -0.70411 -1.87480 2.58338
37 O 0.12788 -3.02023 2.57745
38 C 1.22616 -3.13561 1.87106
39 O 1.61235 -2.37066 1.02571
40 C 2.00375 -4.44496 2.09743
41 F 1.73908 -4.93733 3.29428
42 F 1.74212 -5.30790 1.10941
43 F 3.32106 -4.21839 1.95558
44 H -1.61420 -2.56467 4.36554
45 H -2.37643 -3.15239 2.89101
46 H -2.70606 -1.48145 3.42474
47 H -0.19662 -0.92441 2.75571
48 H -1.07042 -1.71154 1.56106
49 C -0.20570 -3.10049 -2.37072
50 C 0.63857 -1.98613 -2.90085
51 O 1.13534 -2.08408 -4.27592
52 C 0.42726 -1.44777 -5.21951
53 O -0.57643 -0.80087 -5.03114
54 C 0.97028 -1.61590 -6.66311
55 F 0.16365 -2.43378 -7.31981
56 F 0.93031 -0.42421 -7.25710
57 F 2.21900 -2.03433 -6.59865
58 H 0.30640 -4.05711 -2.46883
59 H -1.16075 -3.23038 -2.88371
60 H -0.46533 -2.87301 -1.33712
61 H 1.58310 -1.86514 -2.37016
62 H 0.10405 -1.03206 -2.86984


Entry 7:
ORCA calculation (the ωB97M-V functional and the def2-TZVPD basis) on a structure of composition C4H8NO2 in a non-equilibrium geometry.

* E_HOMO: -2.3 eV
* total charge: -1
* ΔE to the lowest compared entry with this formula, charge and spin: 98.3 kcal/mol

CARTESIAN COORDINATES (ANGSTROEM)
1 C 2.20184 -0.03283 0.21465
2 O 3.18508 0.82550 0.08367
3 C 0.75166 0.54572 0.29446
4 C -0.32510 -0.52043 0.23598
5 C -1.73502 0.10486 0.12455
6 N -1.97120 0.20097 -1.29779
7 O -2.26713 0.55028 1.09335
8 H 2.12656 -0.82872 -0.61196
9 H 2.23444 -0.71808 1.12657
10 H 0.79302 1.14632 1.20469
11 H 0.60650 1.20542 -0.56985
12 H -0.16566 -1.07847 -0.68898
13 H -0.27758 -1.21480 1.07665
14 H -2.89394 0.58723 -1.51776
15 H -2.26349 -0.77298 -0.76822


Entry 8:
ORCA calculation (the ωB97M-V functional and the def2-TZVPD basis) on a structure of composition C29H50CuN5P3Si.

* multiplicity: 2
* E_HOMO (spin up / spin down): -13.3 / -13.7 eV
* <S²>: 0.76
* total charge: +2
* ΔE to the lowest compared entry with this formula, charge and spin: 6.8 kcal/mol

CARTESIAN COORDINATES (ANGSTROEM)
1 Cu -0.01391 -0.03475 -0.19919
2 C 3.27470 0.34026 -1.28739
3 P 2.13768 -0.76276 -0.42885
4 C 2.68193 -0.72880 1.32666
5 N 3.97246 -0.68800 1.56537
6 C 4.37582 -0.71455 2.85689
7 C 5.75767 -0.65561 3.16106
8 C 6.15489 -0.70068 4.46105
9 C 5.20399 -0.80880 5.51500
10 C 3.86980 -0.86603 5.25214
11 C 3.42564 -0.81242 3.90762
12 N 2.09944 -0.83912 3.63644
13 C 1.72821 -0.78125 2.37912
14 P -0.06977 -0.69988 1.99342
15 C -0.73157 -2.17232 2.81671
16 C -0.74392 0.76926 2.91461
17 C 0.10215 1.99067 2.53717
18 C -2.18687 0.96590 2.42000
19 C -0.73016 0.55299 4.43003
20 C 2.39368 -2.48632 -1.03556
21 C 1.53282 -3.40965 -0.16505
22 C 1.90365 -2.52363 -2.48877
23 C 3.86801 -2.88685 -0.95489
24 H 4.28964 0.12039 -0.96094
25 H 3.01411 1.36726 -1.03750
26 H 3.17898 0.21292 -2.36416
27 H 6.46638 -0.58052 2.34583
28 H 7.20825 -0.65600 4.70354
29 H 5.55311 -0.84366 6.53849
30 H 3.13128 -0.94668 6.04031
31 H -0.30453 -2.20727 3.81697
32 H -0.45188 -3.07119 2.26967
33 H -1.81807 -2.11892 2.87977
34 H 0.15192 2.15004 1.45482
35 H 1.12018 1.91078 2.92575
36 H -0.35051 2.88208 2.97848
37 H -2.21707 1.20099 1.35021
38 H -2.63604 1.80590 2.95763
39 H -2.81189 0.08548 2.60914
40 H 0.24839 0.23898 4.79629
41 H -1.47406 -0.18486 4.74024
42 H -0.98488 1.49975 4.91372
43 H 0.48644 -3.08444 -0.13970
44 H 1.90602 -3.46028 0.86138
45 H 1.55792 -4.42179 -0.57552
46 H 0.86047 -2.19944 -2.57290
47 H 1.96943 -3.54841 -2.86259
48 H 2.51019 -1.89600 -3.14342
49 H 4.28276 -2.75617 0.04335
50 H 4.47960 -2.31979 -1.65885
51 H 3.95232 -3.94489 -1.22010
52 C -1.99970 4.88127 -1.38387
53 Si -0.29263 4.43880 -1.96104
54 C 1.03058 5.18548 -0.90243
55 C -0.05053 4.87745 -3.73678
56 C -0.16057 2.60026 -1.70580
57 C -0.09467 1.40815 -1.42052
58 H -2.19204 5.95516 -1.48863
59 H -2.14080 4.61303 -0.33313
60 H -2.74703 4.35098 -1.98210
61 H 1.14074 6.25575 -1.10591
62 H 1.98943 4.70382 -1.11516
63 H 0.81249 5.06464 0.16280
64 H -0.10161 5.96505 -3.84532
65 H -0.81878 4.43895 -4.37888
66 H 0.92825 4.55073 -4.09668
67 C -5.12047 -0.13694 -2.75894
68 N -3.73625 -0.13436 -3.42802
69 C -3.50088 -1.52280 -4.04631
70 N -3.63251 -2.54114 -3.06115
71 C -4.96016 -2.48476 -2.44413
72 N -5.21042 -1.18974 -1.80592
73 C -4.37536 -0.97543 -0.61958
74 P -2.55600 -0.98454 -1.02400
75 C -2.65078 0.21263 -2.44369
76 C -2.55378 -2.52998 -2.06408
77 H -5.84153 -0.27310 -3.56215
78 H -5.25301 0.84022 -2.30030
79 H -3.73820 0.55959 -4.17623
80 H -2.50688 -1.50788 -4.48663
81 H -4.25186 -1.63414 -4.82556
82 H -5.04369 -3.27307 -1.70001
83 H -5.71468 -2.65233 -3.21151
84 H -4.58378 -1.75681 0.11135
85 H -4.63122 -0.02389 -0.15201
86 H -1.69566 0.23648 -2.96371
87 H -2.82510 1.21878 -2.06403
88 H -2.65675 -3.40127 -1.41686
89 H -1.58899 -2.61700 -2.56652